A 2-piece molecular cluster, C9H14O overall in a non-equilibrium geometry. Source: the OMol25 dataset; level of theory: ωB97M-V/def2-TZVPD.

- Lowest unoccupied orbital energy: 0.87 eV
- Relative energy (zero: lowest compared OMol25 entry of this formula, charge and spin): 23.0 kcal/mol
- SMILES: Cc1ccccc1.CCO
- Largest force on an atom: 0.0432 Eh/bohr
- E_HOMO: -0.32802 Eh
- Orbital gap: 9.801 eV

```
24
Properties=species:S:1:pos:R:3:lowdin_charge:R:1
C 0.0985 -2.6948 -0.6764 -0.328
C 0.6477 -4.1120 -0.4526 -0.088
O -0.5052 -2.3632 -1.9097 -0.087
H -0.6578 -2.6416 0.1259 0.114
H 0.8523 -1.9098 -0.6117 0.106
H -0.1595 -4.8296 -0.4146 0.069
H 0.0700 -2.1344 -2.6294 0.072
H 1.1916 -4.0260 0.4969 0.075
H 1.4437 -4.4130 -1.1215 0.062
C -1.6957 1.3434 1.9645 -0.065
C 0.2817 1.6020 -1.2700 -0.101
C 1.1643 2.6062 -0.9162 -0.108
C -0.6533 1.0999 -0.3664 -0.044
C -0.7227 1.7321 0.8820 -0.277
C 1.2426 3.0151 0.4087 -0.094
C 0.1772 2.7548 1.2453 -0.060
H 0.3608 1.2015 -2.2774 0.100
H 1.9900 2.7770 -1.6070 0.101
H -1.3896 0.3521 -0.6293 0.106
H 1.9593 3.7716 0.7126 0.101
H -2.2114 2.2337 2.3311 0.079
H -1.1538 0.9187 2.8113 0.079
H 0.0990 3.1190 2.2644 0.111
H -2.4299 0.5973 1.6395 0.076
```

---

A 6-piece molecular cluster, C59H61F2N2O15PSSi overall in a non-equilibrium geometry. Source: the OMol25 dataset; level of theory: ωB97M-V/def2-TZVPD.

- Lowest unoccupied orbital energy: -1.76 eV
- SMILES: COCCCCCCCc1cc(P(O)(O)=S)c(CCN)c2c1C(=O)N(C(F)(F)CC[Si](C)(C)c1ccccc1)C2=O.O=C1C=CC(=O)C=C1.O=C1C=CC(=O)C=C1.O=C1C=CC(=O)C=C1.O=C1C=CC(=O)C=C1.O=C1C=CC(=O)C=C1
- Largest force on an atom: 0.0374 Eh/bohr
- E_HOMO: -0.33188 Eh
- Orbital gap: 7.269 eV

```
142
Properties=species:S:1:pos:R:3:lowdin_charge:R:1
C -3.6721 1.8730 -2.4388 -0.115
O -3.5175 1.1565 -3.6353 -0.185
C -4.3309 -0.0178 -3.6580 -0.243
C -3.8113 -0.9093 -4.7526 -0.161
C -2.3598 -1.3820 -4.5642 -0.184
C -1.8414 -1.4666 -3.1341 -0.185
C -0.2991 -1.6129 -3.1516 -0.171
C 0.4279 -0.3251 -2.7470 -0.159
C 1.4692 -0.4554 -1.6266 -0.131
C 1.0301 -1.2033 -0.4003 -0.119
C 1.2845 -2.5841 -0.2615 0.001
C 0.9119 -3.3217 0.8743 -0.198
P 1.3045 -5.0964 0.8677 0.167
O -0.1452 -5.7954 0.9342 -0.184
O 1.7782 -5.4134 -0.6252 -0.205
S 2.5784 -5.6933 2.1536 0.347
C 0.2646 -2.6963 1.9780 -0.115
C -0.1491 -3.4500 3.2096 -0.151
C -1.6622 -3.7743 3.1785 -0.248
N -2.0139 -4.9618 3.9723 0.018
C 0.0137 -1.3294 1.8188 -0.002
C 0.3664 -0.6181 0.6789 -0.022
C -0.0883 0.7793 0.8383 -0.371
O 0.0845 1.7044 0.1225 0.161
N -0.7701 0.8472 2.0719 0.160
C -1.9837 1.6444 2.1901 -0.520
F -1.6336 2.9451 2.2579 0.136
F -2.5542 1.3369 3.3659 0.124
C -2.9570 1.3900 1.0516 -0.124
C -4.3717 1.8925 1.3951 -0.208
Si -5.5804 0.5257 1.8783 0.596
C -5.0946 -0.3473 3.4626 -0.163
C -7.2847 1.3012 2.1186 -0.162
C -5.6970 -0.8099 0.5432 -0.240
C -4.8195 -1.9110 0.5327 -0.096
C -4.9365 -2.9010 -0.4486 -0.087
C -5.9222 -2.7992 -1.4331 -0.091
C -6.7958 -1.7094 -1.4468 -0.087
C -6.6751 -0.7185 -0.4653 -0.095
C -0.6361 -0.3731 2.7621 -0.319
O -0.9358 -0.5665 3.8950 0.150
H -2.9305 2.6660 -2.4180 0.094
H -4.6579 2.3427 -2.3779 0.092
H -3.5169 1.2246 -1.5723 0.060
H -5.3620 0.2862 -3.8468 0.125
H -4.2597 -0.4996 -2.6819 0.097
H -3.8511 -0.3201 -5.6685 0.113
H -4.4833 -1.7457 -4.9265 0.108
H -1.6971 -0.7833 -5.1791 0.093
H -2.3011 -2.3941 -4.9649 0.112
H -2.0669 -0.5696 -2.5662 0.084
H -2.2806 -2.3235 -2.6284 0.106
H -0.0100 -1.8281 -4.1773 0.096
H 0.0284 -2.4667 -2.5652 0.088
H -0.2754 0.4534 -2.4587 0.107
H 0.9634 0.0571 -3.6113 0.098
H 2.3732 -0.9338 -1.9982 0.122
H 1.7469 0.5515 -1.3311 0.101
H 1.8054 -3.0695 -1.0714 0.110
H -0.8423 -5.1343 1.0285 0.050
H 1.0326 -5.4171 -1.2415 0.087
H 0.0534 -2.8533 4.0874 0.085
H 0.4492 -4.3469 3.3064 0.057
H -1.9736 -3.9158 2.1411 0.095
H -2.1847 -2.9049 3.5674 0.095
H -2.2313 -5.7283 3.3517 0.058
H -1.2086 -5.2481 4.5134 0.066
H -2.5959 1.9144 0.1751 0.101
H -2.9448 0.3131 0.8872 0.113
H -4.3519 2.6237 2.1999 0.088
H -4.7826 2.3977 0.5229 0.075
H -5.7814 -1.1798 3.6082 0.042
H -5.1589 0.3061 4.3270 0.038
H -4.0904 -0.7645 3.4406 0.012
H -8.0386 0.6475 1.6846 0.023
H -7.3815 2.2775 1.6549 0.030
H -7.5122 1.3779 3.1778 0.029
H -4.0640 -1.9908 1.3015 0.081
H -4.2561 -3.7403 -0.4420 0.094
H -6.0107 -3.5599 -2.1943 0.100
H -7.5612 -1.6074 -2.1997 0.101
H -7.3412 0.1313 -0.4777 0.092
C 1.6656 -2.4019 9.3686 0.023
C 1.6436 -3.1508 8.2702 0.027
C 1.1439 -2.6118 6.9787 -0.358
O 1.1321 -3.3101 5.9853 0.105
C 0.6710 -1.2062 6.9586 0.040
C 0.6931 -0.4582 8.0591 0.034
C 1.1921 -0.9967 9.3470 -0.370
O 1.2155 -0.3114 10.3495 0.086
H 2.0252 -2.7727 10.3200 0.122
H 1.9847 -4.1782 8.2598 0.123
H 0.3083 -0.8324 6.0115 0.103
H 0.3523 0.5701 8.0682 0.126
C 3.9980 4.7802 11.3457 0.017
C 3.0599 4.9481 10.4180 0.017
C 2.0708 3.8794 10.1238 -0.383
O 1.2193 4.0305 9.2731 0.101
C 2.1652 2.6204 10.9036 0.020
C 3.1055 2.4541 11.8302 0.025
C 4.0951 3.5190 12.1258 -0.388
O 4.9520 3.3710 12.9708 0.102
H 4.7304 5.5430 11.5777 0.120
H 2.9710 5.8575 9.8372 0.120
H 1.4363 1.8537 10.6750 0.091
H 3.1932 1.5428 12.4082 0.123
C 5.3702 2.0028 2.6446 0.021
C 5.5797 3.2532 2.2416 0.021
C 4.6488 3.9277 1.2996 -0.384
O 4.8421 5.0658 0.9321 0.108
C 3.4741 3.1523 0.8255 0.036
C 3.2689 1.9022 1.2284 0.028
C 4.1958 1.2289 2.1695 -0.381
O 3.9970 0.0905 2.5378 0.109
H 6.0343 1.4923 3.3305 0.122
H 6.4280 3.8374 2.5748 0.121
H 2.8044 3.6598 0.1424 0.126
H 2.4234 1.3198 0.8938 0.088
C 3.6803 0.0412 -7.9213 0.028
C 2.5734 -0.4351 -7.3590 0.026
C 1.5021 0.4740 -6.8801 -0.377
O 0.4939 0.0413 -6.3636 0.097
C 1.7105 1.9330 -7.0533 0.028
C 2.8177 2.4091 -7.6156 0.029
C 3.8882 1.5004 -8.0935 -0.373
O 4.8964 1.9340 -8.6100 0.086
H 4.4749 -0.6011 -8.2789 0.124
H 2.3985 -1.4949 -7.2239 0.122
H 0.9146 2.5750 -6.6981 0.124
H 2.9917 3.4683 -7.7540 0.125
C 6.5551 2.4077 -12.5116 0.025
C 5.4454 2.2281 -11.7997 0.027
C 4.1280 2.0619 -12.4617 -0.380
O 3.1153 1.8962 -11.8134 0.100
C 4.0921 2.1032 -13.9455 0.018
C 5.2019 2.2836 -14.6559 0.019
C 6.5226 2.4492 -13.9948 -0.388
O 7.5324 2.6110 -14.6451 0.105
H 7.5270 2.5314 -12.0511 0.123
H 5.4366 2.1927 -10.7178 0.090
H 3.1197 1.9790 -14.4053 0.120
H 5.2014 2.3178 -15.7379 0.121
```

---

One molecule with the formula C4H6O2 in a non-equilibrium geometry. Source: the OMol25 dataset; level of theory: ωB97M-V/def2-TZVPD.

- Lowest unoccupied orbital energy (spin up / spin down): 0.39 / 0.46 eV
- Relative energy (zero: lowest compared OMol25 entry of this formula, charge and spin): 124.2 kcal/mol
- Largest force on an atom: 0.0259 Eh/bohr
- E_HOMO (spin up / spin down): -0.29432 / -0.27683 Eh
- Orbital gap (spin up / spin down): 8.397 / 7.996 eV

```
12
Properties=species:S:1:pos:R:3:lowdin_charge:R:1
C -1.3456 1.0688 1.1138 -0.027
O -0.0816 1.0416 1.5475 -0.073
C 0.7267 0.5081 0.6549 -0.092
C 0.2816 -0.6457 -0.1203 -0.315
C 0.5610 -0.9276 -1.5334 -0.108
O 1.3243 -1.5378 -0.5018 -0.036
H -2.1088 1.0688 1.8765 0.069
H -1.4966 1.4934 0.1326 0.080
H 1.7680 0.7931 0.7263 0.131
H -0.6317 -1.0805 0.3236 0.145
H 1.0932 -0.1839 -2.1254 0.114
H -0.0905 -1.5984 -2.0943 0.112
```

---

C29H31N4O9RuS2 as an isolated structure in a non-equilibrium geometry. Source: the OMol25 dataset; level of theory: ωB97M-V/def2-TZVPD.

- Lowest unoccupied orbital energy (spin up / spin down): -0.62 / -1.24 eV
- Relative energy (zero: lowest compared OMol25 entry of this formula, charge and spin): 28.7 kcal/mol
- Largest force on an atom: 0.0559 Eh/bohr
- E_HOMO (spin up / spin down): -0.31149 / -0.32261 Eh
- Orbital gap (spin up / spin down): 7.859 / 7.534 eV
- Spin multiplicity: 2

```
76
Properties=species:S:1:pos:R:3:lowdin_charge:R:1
Ru 1.7695 -0.5139 -0.5303 1.213
O 3.3942 0.0929 -1.7719 -0.118
C 4.2936 -0.6798 -2.1007 -0.145
C 4.3326 -2.1080 -1.9420 -0.107
C 5.5200 -2.7478 -2.3211 0.054
C 5.6088 -4.1117 -2.2706 -0.147
C 4.5168 -4.8935 -1.8703 0.022
C 3.3449 -4.2894 -1.5110 0.021
C 3.2120 -2.8781 -1.5125 -0.307
O 2.0724 -2.3825 -1.1521 -0.168
N 6.8569 -4.7647 -2.6618 -0.360
O 6.9066 -5.9771 -2.5794 0.074
O 7.8010 -4.0546 -2.9537 0.070
H 5.1707 -0.2330 -2.5866 0.144
H 6.3708 -2.1693 -2.6557 0.131
H 4.6201 -5.9688 -1.8557 0.124
H 2.4862 -4.8688 -1.2019 0.124
C -1.6301 3.3146 -2.2629 -0.065
C -1.7387 2.0840 -3.1535 -0.242
N -2.0693 0.8734 -2.3995 -0.111
C -3.4797 0.4789 -2.3116 -0.163
C -4.1557 0.9080 -1.0200 -0.124
C -1.1368 0.1509 -1.7669 -0.633
S 0.5251 0.5585 -2.0843 0.808
N -1.5937 -0.8703 -1.0433 0.117
C -0.9575 -1.5069 -0.0734 -0.425
O 0.1583 -1.2350 0.4542 -0.134
C -1.6927 -2.6526 0.5383 -0.135
C -3.0365 -2.8786 0.2528 -0.025
C -3.6988 -3.9500 0.8294 -0.077
C -3.0208 -4.8039 1.6892 -0.082
C -1.6804 -4.5831 1.9742 -0.071
C -1.0173 -3.5087 1.4036 -0.011
H -1.3378 4.1817 -2.8561 0.079
H -0.8796 3.1590 -1.4870 0.066
H -2.5816 3.5381 -1.7801 0.068
H -0.8089 1.9218 -3.6960 0.074
H -2.5201 2.2156 -3.9013 0.116
H -3.5342 -0.6022 -2.4289 0.113
H -3.9806 0.9358 -3.1650 0.116
H -3.6982 0.4113 -0.1656 0.037
H -5.2138 0.6419 -1.0493 0.110
H -4.0800 1.9859 -0.8768 0.065
H -3.5498 -2.2087 -0.4230 0.099
H -4.7445 -4.1205 0.6087 0.103
H -3.5384 -5.6420 2.1380 0.103
H -1.1518 -5.2490 2.6436 0.105
H 0.0249 -3.3194 1.6186 0.118
C -4.6598 1.7047 1.1584 -0.108
C -3.3445 2.2320 1.6624 -0.237
C -3.2606 3.5246 2.1719 -0.028
C -2.0688 4.0150 2.6812 -0.047
C -0.9479 3.2015 2.6736 -0.277
C -0.9948 1.9172 2.1460 -0.030
C -2.1946 1.4430 1.6433 -0.010
S 0.5214 3.7509 3.4800 0.645
O 0.3411 5.1381 3.8090 -0.298
O 0.8554 2.8047 4.5066 -0.282
N 1.6695 3.5871 2.3076 -0.125
C 2.9832 3.0554 2.6685 -0.208
C 3.6335 2.3222 1.5017 -0.081
C 2.8620 1.1366 0.9965 -0.619
O 3.4295 0.0194 0.8562 -0.051
O 1.6675 1.2679 0.5837 -0.144
H -5.4654 1.9536 1.8497 0.098
H -4.6338 0.6222 1.0392 0.074
H -4.9159 2.1433 0.1918 0.052
H -4.1460 4.1492 2.1906 0.117
H -2.0030 5.0088 3.1022 0.111
H -0.1038 1.3032 2.1255 0.103
H -2.2423 0.4332 1.2504 0.101
H 1.6830 4.4038 1.7096 0.123
H 2.8311 2.3691 3.4978 0.115
H 3.6591 3.8432 3.0123 0.124
H 4.6207 1.9789 1.8100 0.126
H 3.7660 2.9908 0.6458 0.132
```